The following is a DFT calculation (ωB97M-V/def2-TZVPD) of a molecular structure, C16H13F3N3O3SV.

Properties
F_max: 0.555 eV/A
energy above the lowest of the compared OMol25 structures with the same formula, charge and spin: 0.284 eV
gap between HOMO and LUMO (alpha / beta): 7.8 / 8.1 eV
energy: -72093.82556 eV
multiplicity: 3
HOMO level (alpha / beta): -8.42 / -8.60 eV

Last column: Löwdin spin population.
Geometry (Å):
V 0.025 -0.179 -0.216  1.911
C -1.865 -0.371 2.704  0.006
C -2.031 0.365 1.532  0.001
C -1.268 1.518 1.320  0.000
C -0.347 1.926 2.286  0.005
C -0.192 1.189 3.446  0.002
C -0.949 0.039 3.654  0.003
H -2.451 -1.267 2.863  0.000
H -2.785 0.068 0.816  0.001
H -1.437 2.134 0.444  0.001
H 0.244 2.818 2.123  0.000
H 0.533 1.496 4.188  0.000
H -0.801 -0.542 4.554  0.000
N -2.382 -3.561 -1.283  -0.002
C -1.741 -2.371 -1.272  0.003
S -0.010 -2.396 -0.985  -0.010
N -2.445 -1.296 -1.476  -0.001
N -1.655 -0.161 -1.440  -0.013
C -2.091 0.829 -2.131  0.029
C -1.381 2.073 -2.321  0.000
C -1.991 3.105 -3.045  0.005
C -1.324 4.280 -3.310  -0.004
C -0.010 4.431 -2.859  0.006
C 0.614 3.425 -2.153  -0.005
C -0.060 2.235 -1.868  0.013
O 0.547 1.279 -1.172  0.004
H -1.845 -4.407 -1.244  0.000
H -3.335 -3.594 -1.599  0.000
H -3.042 0.692 -2.644  0.001
H -3.005 2.958 -3.398  0.000
H -1.807 5.071 -3.866  0.000
H 0.529 5.346 -3.066  0.000
H 1.633 3.525 -1.802  0.000
F 4.422 -0.367 1.519  0.000
C 3.201 -0.112 1.074  0.000
F 3.130 -0.520 -0.212  0.004
F 3.024 1.226 1.068  0.001
C 2.087 -0.781 1.927  0.006
O 2.354 -1.232 3.008  0.013
O 0.935 -0.721 1.352  0.019